No. 1
# C39H58N7O6PRbS3

A molecular structure, C39H58N7O6PRbS3 at a distorted geometry (the ωB97M-V functional and the def2-TZVPD basis, the Open Molecules 2025 dataset).

CARTESIAN COORDINATES (ANGSTROEM)
Rb 0.763839 -0.395284 -0.032429
C 5.586072 -2.076620 3.757193
C 4.167573 -1.683284 3.402727
S 3.431169 -2.484509 2.123949
C 3.564666 -0.666425 4.171147
C 4.368194 -0.076060 5.307173
S 2.043761 -0.019515 3.875793
H 5.951003 -2.815428 3.047445
H 5.644638 -2.503837 4.763174
H 6.258014 -1.213108 3.743492
H 4.730324 -0.845682 5.992507
H 3.756848 0.632003 5.862083
H 5.250145 0.451643 4.931600
O -0.819773 -1.531959 -3.758349
N -0.430351 -0.728499 -2.865711
C 4.106918 2.477949 -4.795211
C 4.626067 1.258601 -4.064300
O 4.302778 1.330384 -2.674587
P 3.110787 0.331717 -2.149428
O 3.227339 0.694926 -0.571321
C 4.434567 0.439007 0.183322
C 4.385090 1.266296 1.442619
O 3.913496 -1.085485 -2.276184
C 3.114487 -2.246600 -2.578345
C 3.503917 -3.369131 -1.647271
H 4.362608 2.417552 -5.853591
H 4.543409 3.387911 -4.385839
H 3.023684 2.551577 -4.705581
H 5.715187 1.184745 -4.128448
H 4.218603 0.342921 -4.503000
H 5.297472 0.698327 -0.435403
H 4.467836 -0.627649 0.417832
H 4.449992 2.330754 1.215815
H 5.219045 0.994086 2.091362
H 3.467832 1.073441 1.997303
H 3.296107 -2.509568 -3.624583
H 2.051088 -2.003301 -2.492683
H 4.584272 -3.511096 -1.657130
H 3.028770 -4.295150 -1.968431
H 3.202496 -3.162718 -0.620435
C -1.688633 3.430038 -0.908802
C -0.422808 3.237866 -0.116802
N 0.341159 4.342355 0.066220
O -0.113379 2.170354 0.380607
H -2.421219 3.960572 -0.297988
H -2.083845 2.457345 -1.188848
H -1.499228 4.010565 -1.809379
H 0.196636 5.152512 -0.510185
H 1.242800 4.210354 0.495394
C -1.259087 1.342480 3.576633
N -2.109708 0.603405 2.639391
C -2.908975 -0.344982 3.405189
N -3.739079 0.307574 4.424141
C -2.844865 1.059852 5.309998
N -2.047870 2.049728 4.593054
C -2.961043 2.960003 3.910576
N -3.855366 2.267101 2.981075
C -3.018350 1.556334 2.007396
C -4.606226 1.270396 3.742821
H -0.666126 2.063779 3.011773
H -0.583096 0.651802 4.069887
H -2.237687 -1.048942 3.904435
H -3.557968 -0.897821 2.719635
H -2.169452 0.359235 5.805973
H -3.448085 1.567097 6.068860
H -2.375792 3.696001 3.354021
H -3.566981 3.482679 4.657030
H -2.422878 2.282090 1.455573
H -3.664766 1.023179 1.303796
H -5.266889 0.728713 3.060702
H -5.218404 1.783161 4.490570
N -0.352457 0.530413 -3.136142
C -1.023966 1.372063 -3.926339
C -0.307149 2.633769 -4.134300
C 0.797249 2.975793 -3.335316
C 1.499300 4.148631 -3.537637
C 1.141177 5.027434 -4.553426
C 0.072811 4.690878 -5.376496
C -0.631769 3.517959 -5.178068
C -2.426641 1.243890 -4.364961
C -3.277006 2.358960 -4.270175
C -4.615367 2.287280 -4.607704
C -5.162590 1.090441 -5.050725
C -4.342923 -0.024763 -5.140215
C -3.000655 0.042702 -4.805231
H 1.088591 2.286739 -2.553637
H 2.346240 4.371135 -2.900317
H 1.696820 5.940674 -4.717826
H -0.207468 5.344081 -6.193770
H -1.441575 3.267955 -5.849018
H -2.881364 3.295642 -3.900438
H -5.236450 3.169567 -4.514246
H -6.211106 1.028646 -5.313352
H -4.751195 -0.969241 -5.479312
H -2.368854 -0.828366 -4.875720
C -4.072545 -7.897384 1.446894
C -3.329396 -6.592047 1.446425
C -3.709217 -5.555297 2.292671
C -3.010291 -4.359221 2.310154
C -1.910959 -4.203329 1.482817
C -1.524084 -5.211488 0.617077
C -2.236151 -6.399287 0.608127
S -0.970527 -2.676794 1.507977
C 0.051873 -3.120740 2.910270
O -0.081389 -2.728269 0.304224
H -5.080757 -7.776769 1.839070
H -3.561441 -8.634701 2.068001
H -4.144749 -8.309371 0.441471
H -4.570056 -5.679965 2.937782
H -3.322279 -3.556340 2.966096
H -0.688241 -5.041173 -0.045612
H -1.941640 -7.189850 -0.070821
H 0.644858 -3.984954 2.616820
H -0.597884 -3.354101 3.751946
H 0.708454 -2.278967 3.141930

Atoms 1-2, force components in eV/Å:
0.002 0.892 -0.017
0.029 -0.092 -0.019

Summary:
* HOMO-LUMO gap (spin up / spin down): 5.94 / 4.90 eV
* total charge: -1
* relative energy (zero: lowest compared OMol25 entry of this formula, charge and spin): 1.337 eV
* E_tot: -106550.39865 eV
* LUMO (spin up / spin down): 2.01 / 1.92 eV
* multiplicity: 1

These are the Löwdin partial charges, in e, on atoms 1 to 8: 0.79 -0.16 -0.84 0.64 -0.85 -0.16 0.62 0.05

No. 2
# C39H59BiN2O6P

A molecular structure, C39H59BiN2O6P at a distorted geometry (the ωB97M-V functional and the def2-TZVPD basis, the Open Molecules 2025 dataset).

CARTESIAN COORDINATES (ANGSTROEM)
Bi 10.392436 13.546339 11.760772
C 9.296337 13.990504 14.285466
C 9.948749 15.227570 14.339893
C 9.340014 16.052275 13.299144
C 8.391097 15.299931 12.677989
C 8.326383 13.971971 13.202457
C 7.071894 13.054386 13.193209
C 7.448356 11.600550 13.597333
C 6.083314 13.596273 14.235289
C 6.418842 13.117527 11.820281
C 9.428484 17.529781 12.906262
C 9.275761 17.740788 11.357504
C 8.244211 18.259443 13.583918
C 10.657116 18.277924 13.283725
C 11.008150 15.583497 15.434495
C 12.360360 16.049116 14.815459
C 11.270283 14.351572 16.283542
C 10.505449 16.634380 16.415958
H 9.447090 13.142410 14.915902
H 7.809192 15.604842 11.880308
H 7.912182 11.678939 14.539711
H 8.187311 11.229111 12.883880
H 6.582512 10.989443 13.538957
H 6.391576 13.237861 15.188919
H 5.058614 13.278897 14.191113
H 6.200348 14.669472 14.245283
H 7.193295 13.208065 11.086932
H 5.880033 14.071653 11.693464
H 5.717391 12.315469 11.661027
H 8.263089 17.464129 11.019569
H 9.928828 17.167908 10.705067
H 9.443416 18.809615 11.147224
H 7.250740 17.938956 13.322392
H 8.268499 19.328165 13.401145
H 8.387250 18.175633 14.689444
H 11.530333 18.028215 12.629192
H 10.935248 18.129048 14.331024
H 10.451732 19.321863 13.140496
H 13.100071 15.235867 14.791895
H 12.791960 16.887728 15.414238
H 12.295130 16.330291 13.753491
H 11.849755 13.573183 15.685783
H 10.293272 13.935394 16.587578
H 11.856862 14.600014 17.143698
H 10.150539 17.556647 15.944804
H 11.312618 16.808800 17.065580
H 9.665933 16.254669 17.005742
C 11.212715 10.907728 14.610734
C 12.330033 11.738948 14.084889
C 13.611218 11.863948 14.672732
C 14.264883 12.715443 13.789603
C 13.420631 13.144288 12.797687
C 13.787880 14.118686 11.709228
N 12.198728 12.519727 12.951687
H 10.575800 11.537237 15.194277
H 11.637237 10.152812 15.292196
H 10.582306 10.448920 13.827857
H 14.053689 11.398671 15.553855
H 15.231057 13.148153 13.912437
H 13.814791 13.755040 10.706705
H 14.754740 14.548480 11.892406
H 13.088837 14.959929 11.694470
O 8.546186 9.879860 11.374076
C 9.469391 10.282674 10.674035
N 10.181502 11.441192 10.857024
C 11.014100 11.589953 9.779606
O 11.752301 12.565654 9.617995
C 10.813347 10.516915 8.810243
C 11.244557 10.467937 7.543198
C 10.775462 9.360003 6.825630
C 10.123045 8.298122 7.447021
C 9.657426 8.439347 8.763696
C 9.984399 9.596307 9.425298
H 11.738056 11.323469 7.136819
H 11.159150 9.255270 5.817472
H 9.896812 7.414002 6.855066
H 9.034443 7.651338 9.210354
C 6.818442 15.521311 6.008463
C 6.981233 14.978353 7.426531
C 6.019895 15.736440 8.425635
C 6.723508 13.459380 7.437625
O 8.336225 15.322704 7.861355
P 9.480441 14.287153 8.384908
O 9.827561 13.299763 7.319136
O 9.039328 13.816144 9.780272
O 10.660343 15.302492 8.707321
C 11.632378 15.753953 7.746070
C 11.173065 15.585212 6.302446
C 12.947442 15.008765 8.023150
C 11.799647 17.285400 8.067216
H 5.853696 15.183346 5.556324
H 7.590942 15.134370 5.356851
H 6.791182 16.601137 6.092023
H 4.983369 15.389077 8.433035
H 6.091110 16.808896 8.231226
H 6.412883 15.655291 9.457595
H 5.720632 13.245494 7.038970
H 6.829562 13.005452 8.428663
H 7.468721 12.924620 6.843830
H 11.105458 14.561562 6.002247
H 11.901392 16.075181 5.638367
H 10.209870 16.062583 6.148916
H 12.815331 13.944559 7.789482
H 13.204986 15.107433 9.097586
H 13.812843 15.264895 7.458143
H 10.834699 17.779209 8.032580
H 12.459691 17.861601 7.417887
H 12.155054 17.417743 9.062970

Atoms 1-2, force components in eV/Å:
-0.253 0.170 0.305
0.114 0.424 -0.534

Summary:
* HOMO-LUMO gap: 6.85 eV
* total charge: -1
* relative energy (zero: lowest compared OMol25 entry of this formula, charge and spin): 1.346 eV
* E_tot: -71800.28634 eV
* LUMO: 2.54 eV
* multiplicity: 1

These are the Löwdin partial charges, in e, on atoms 1 to 8: 2.08 -0.12 -0.13 -0.17 -0.17 -0.35 -0.52 -0.03

- Which formula does entry 2 have?
  C39H59BiN2O6P

- What is the relative energy (zero: lowest compared OMol25 entry of this formula, charge and spin) in the second record?
  1.346 eV